No. 1
{
  "formula": "C27H42N3P2PdS",
  "method": "wB97M-V/def2-TZVPD",
  "de_lowest_kcal_mol": 0.0,
  "spin_multiplicity": 1,
  "orbital_gap_ha": 0.21889,
  "total_charge": -1,
  "species": ["Pd", "S", "P", "P", "N", "N", "N", "C", "C", "C", "C", "C", "C", "C", "C", "C", "C", "C", "C", "C", "C", "C", "C", "C", "C", "C", "C", "C", "C", "C", "C", "C", "C", "C", "H", "H", "H", "H", "H", "H", "H", "H", "H", "H", "H", "H", "H", "H", "H", "H", "H", "H", "H", "H", "H", "H", "H", "H", "H", "H", "H", "H", "H", "H", "H", "H", "H", "H", "H", "H", "H", "H", "H", "H", "H", "H"],
  "coordinates": [[0.678, 0.537, 0.706], [2.751, 2.421, 0.564], [-0.964, 2.016, -0.680], [1.360, -1.685, 0.666], [2.653, 0.949, 2.903], [-1.289, -0.732, -0.276], [0.836, 2.226, 2.548], [-1.396, 3.821, -0.878], [-2.162, 4.243, -2.133], [-3.719, -0.845, 0.088], [-0.162, 4.709, -0.692], [-0.465, 1.388, -2.371], [0.541, -3.824, -0.986], [-4.916, -0.168, 0.222], [1.414, -2.705, 2.218], [-1.033, -1.968, -0.741], [0.215, -2.591, -0.424], [-3.806, 1.903, -0.244], [-1.529, -3.898, -2.164], [2.997, -1.320, -1.519], [0.946, 2.010, 3.981], [-1.884, -2.678, -1.636], [1.726, 0.702, 3.998], [1.939, 1.637, 1.877], [3.001, -1.982, -0.142], [-2.526, -0.164, -0.232], [-0.005, -2.754, 2.787], [4.130, -1.406, 0.711], [-4.973, 1.213, 0.059], [-2.591, 1.246, -0.406], [-0.310, -4.499, -1.845], [0.717, 2.184, -2.923], [1.999, -4.109, 2.111], [-1.565, 1.197, -3.412], [-3.010, 3.594, -2.349], [1.502, -4.271, -0.758], [-2.043, 3.989, -0.008], [-0.032, 1.938, 4.457], [-3.678, -1.915, 0.255], [2.758, -0.257, -1.421], [3.154, -3.059, -0.268], [0.461, 4.385, 0.143], [4.059, -0.314, 0.729], [-1.503, 4.233, -3.003], [4.116, -1.786, 1.737], [-0.453, -1.759, 2.827], [1.046, -0.137, 3.802], [-1.190, 0.575, -4.231], [-0.642, -3.372, 2.150], [1.380, -4.736, 1.468], [5.101, -1.665, 0.281], [-2.438, 0.698, -2.988], [-2.206, -4.390, -2.855], [3.015, -4.105, 1.711], [3.986, -1.404, -1.980], [-0.093, 0.394, -2.111], [-1.891, 2.146, -3.843], [2.265, -1.781, -2.183], [1.176, 1.639, -3.753], [0.401, 3.157, -3.309], [-2.535, 5.267, -2.021], [-0.028, -5.454, -2.269], [-0.464, 5.749, -0.533], [0.598, 3.144, 2.206], [1.536, 2.799, 4.465], [-5.909, 1.746, 0.173], [-2.819, -2.219, -1.930], [1.479, 2.344, -2.157], [2.033, -4.579, 3.098], [-3.859, 2.979, -0.354], [2.037, -2.118, 2.904], [3.170, 0.157, 2.558], [-0.007, -3.184, 3.793], [-5.816, -0.719, 0.472], [0.478, 4.682, -1.576], [2.255, 0.533, 4.936]],
  "forces_ev_per_a": [[-0.061, -0.346, 0.483], [0.051, 0.039, 0.039], [-0.134, 0.073, -0.215], [0.017, 0.322, -0.237], [0.036, 0.036, 0.033], [-0.003, 0.047, -0.099], [0.025, 0.148, -0.196], [-0.017, 0.010, 0.024], [-0.006, 0.011, 0.021], [0.003, 0.009, -0.003], [0.012, -0.008, -0.006], [-0.012, -0.015, -0.003], [0.016, 0.002, 0.027], [0.002, 0.016, -0.004], [-0.033, 0.001, 0.055], [0.015, -0.008, 0.004], [-0.001, -0.014, 0.004], [0.025, 0.011, -0.011], [0.010, -0.016, -0.002], [0.007, 0.020, -0.010], [-0.031, -0.102, -0.026], [0.006, 0.007, 0.022], [0.011, -0.010, 0.004], [0.064, -0.121, -0.064], [-0.026, -0.057, 0.033], [0.037, -0.043, 0.046], [0.002, 0.000, -0.002], [-0.005, 0.011, -0.005], [-0.004, -0.019, 0.006], [0.003, -0.014, 0.014], [-0.016, 0.009, -0.002], [0.002, 0.004, 0.000], [0.006, 0.011, -0.002], [0.007, 0.004, -0.005], [-0.014, -0.007, 0.019], [0.002, 0.006, 0.000], [0.021, -0.003, 0.001], [0.001, -0.023, -0.001], [-0.010, -0.006, 0.001], [0.003, -0.002, 0.009], [0.029, 0.000, 0.025], [-0.014, 0.001, -0.001], [-0.003, -0.001, -0.002], [-0.012, -0.006, 0.003], [0.002, -0.016, 0.005], [0.001, 0.012, 0.004], [-0.014, -0.005, -0.005], [0.003, 0.009, -0.007], [0.000, 0.004, 0.002], [-0.001, -0.005, -0.006], [-0.001, 0.005, -0.005], [0.005, -0.005, 0.004], [-0.006, 0.006, 0.001], [0.004, -0.006, 0.001], [-0.006, -0.016, -0.010], [-0.001, 0.009, 0.015], [-0.006, -0.008, 0.008], [-0.011, 0.014, 0.002], [-0.003, 0.006, -0.006], [0.013, -0.001, 0.009], [0.005, 0.001, -0.003], [0.002, -0.001, -0.001], [-0.001, 0.003, -0.008], [0.026, 0.018, 0.046], [-0.018, 0.013, 0.004], [0.000, 0.004, -0.001], [-0.010, -0.004, -0.001], [0.001, -0.008, 0.008], [-0.005, 0.000, 0.000], [0.000, 0.011, -0.018], [0.001, 0.004, -0.001], [-0.011, -0.011, -0.008], [0.007, -0.001, -0.001], [0.002, -0.006, 0.000], [0.009, -0.007, 0.000], [0.001, 0.004, -0.001]]
}



No. 2
{
  "formula": "C27H42N4O2PSSc",
  "method": "wB97M-V/def2-TZVPD",
  "de_lowest_kcal_mol": 18.6,
  "spin_multiplicity": 1,
  "orbital_gap_ha": 0.25963,
  "total_charge": 2,
  "species": ["Sc", "S", "P", "O", "O", "N", "N", "N", "N", "C", "C", "C", "C", "C", "C", "C", "C", "C", "C", "C", "C", "C", "C", "C", "C", "C", "C", "C", "C", "C", "C", "C", "C", "C", "C", "C", "H", "H", "H", "H", "H", "H", "H", "H", "H", "H", "H", "H", "H", "H", "H", "H", "H", "H", "H", "H", "H", "H", "H", "H", "H", "H", "H", "H", "H", "H", "H", "H", "H", "H", "H", "H", "H", "H", "H", "H", "H", "H"],
  "coordinates": [[0.371, 0.452, 0.455], [-1.432, 1.140, -1.303], [0.090, -2.148, -0.616], [0.700, -0.182, 2.487], [2.463, 0.000, 1.184], [-3.722, 0.078, -2.290], [-4.018, 0.935, -0.339], [0.750, 2.387, 0.727], [4.258, 0.088, 3.057], [1.725, 2.918, -0.135], [0.760, -3.652, 0.236], [-3.816, 1.682, 0.897], [-0.761, 2.808, 2.559], [2.142, 2.116, -1.199], [2.855, -0.171, 3.534], [-2.459, -2.064, 0.433], [0.436, -2.925, -3.399], [-5.061, -0.067, -2.002], [-1.826, 5.005, 1.252], [3.752, 3.746, -1.882], [-2.345, 4.618, 2.486], [2.343, 4.155, 0.042], [-1.812, 3.517, 3.134], [2.344, -1.780, -2.199], [1.109, -4.838, -0.667], [-1.711, -2.486, -0.834], [-5.244, 0.467, -0.777], [3.150, 2.509, -2.065], [-0.245, 3.191, 1.319], [0.824, -1.939, -2.298], [3.340, 4.559, -0.834], [-0.793, 4.300, 0.663], [1.944, -0.127, 2.319], [-2.103, -3.917, -1.203], [1.941, -3.324, 1.150], [-3.088, 0.688, -1.271], [2.833, -2.736, -2.017], [2.569, 0.595, 4.252], [-2.779, 2.006, 0.945], [-2.236, 5.867, 0.742], [3.803, 5.527, -0.695], [-3.145, 5.186, 2.939], [2.301, -4.239, 1.623], [2.772, -2.893, 0.588], [1.979, -4.623, -1.287], [1.361, -5.697, -0.045], [2.654, -1.096, -1.401], [2.810, -1.145, 4.018], [4.526, 4.080, -2.559], [-6.132, 0.572, -0.181], [3.447, 1.868, -2.883], [1.644, -2.635, 1.941], [-2.001, -1.816, -1.649], [-2.210, -2.713, 1.275], [-4.057, 1.050, 1.750], [-3.538, -2.136, 0.279], [1.657, 1.152, -1.420], [-2.240, -1.031, 0.731], [-1.614, -4.278, -2.105], [-0.643, -2.974, -3.544], [2.735, -1.392, -3.139], [4.908, -0.654, 3.319], [-2.192, 3.217, 4.101], [4.214, 0.149, 2.020], [0.407, -0.964, -2.590], [-0.315, 1.978, 3.095], [-3.259, -0.183, -3.146], [-5.754, -0.521, -2.686], [-4.454, 2.563, 0.891], [4.630, 0.969, 3.414], [2.035, 4.798, 0.856], [0.293, -5.134, -1.321], [0.803, -3.931, -3.203], [0.874, -2.595, -4.342], [-0.079, -3.952, 0.877], [-0.415, 4.598, -0.305], [-3.181, -3.969, -1.366], [-1.874, -4.610, -0.392]],
  "forces_ev_per_a": [[-0.283, 0.164, 0.342], [0.075, 0.180, -0.036], [0.199, 0.036, 0.005], [0.053, -0.077, 0.092], [0.160, -0.013, -0.064], [0.013, 0.014, 0.127], [0.021, 0.032, -0.099], [-0.006, -0.125, -0.173], [0.042, 0.012, -0.092], [-0.006, 0.050, 0.006], [-0.058, -0.120, -0.027], [0.053, 0.016, -0.018], [-0.008, 0.022, 0.005], [0.004, -0.162, -0.168], [0.128, 0.027, -0.082], [-0.017, 0.068, 0.049], [-0.008, -0.014, 0.027], [-0.092, 0.006, 0.047], [-0.005, -0.007, 0.005], [0.003, -0.060, -0.039], [-0.004, -0.007, 0.008], [-0.008, -0.062, -0.010], [-0.006, 0.019, -0.020], [0.059, 0.004, 0.032], [-0.015, 0.001, -0.021], [-0.041, -0.025, -0.038], [-0.041, -0.013, -0.059], [0.040, 0.129, 0.128], [0.123, -0.009, -0.053], [-0.072, 0.021, -0.136], [0.005, 0.016, 0.009], [-0.090, -0.037, 0.054], [-0.221, -0.031, 0.164], [-0.021, -0.028, -0.004], [0.026, 0.004, -0.016], [0.159, -0.073, -0.032], [0.001, -0.022, 0.009], [-0.050, -0.025, -0.016], [-0.042, -0.010, 0.012], [-0.010, 0.017, -0.006], [0.003, 0.012, 0.002], [-0.011, 0.002, 0.015], [-0.005, -0.009, 0.009], [0.000, 0.026, 0.011], [0.024, 0.010, -0.002], [0.001, -0.018, 0.015], [-0.035, 0.001, -0.019], [-0.055, 0.006, -0.024], [0.012, 0.006, -0.005], [-0.033, -0.009, 0.000], [0.002, -0.008, -0.028], [-0.007, 0.014, 0.005], [0.038, -0.027, 0.014], [0.017, -0.007, 0.007], [0.018, 0.019, 0.022], [-0.017, -0.019, 0.004], [-0.017, 0.108, -0.051], [0.013, -0.048, -0.024], [-0.010, 0.022, 0.004], [0.008, 0.011, 0.001], [0.010, 0.001, -0.012], [0.007, -0.005, -0.002], [-0.011, 0.003, 0.020], [-0.072, -0.019, 0.109], [0.014, -0.027, 0.033], [0.004, 0.013, -0.026], [-0.003, 0.016, -0.013], [-0.021, -0.006, -0.006], [-0.022, -0.031, 0.027], [0.010, 0.012, -0.012], [-0.007, 0.004, 0.012], [0.004, 0.013, 0.031], [-0.001, 0.008, -0.007], [0.011, 0.004, -0.012], [0.032, 0.016, 0.003], [0.037, -0.015, -0.012], [-0.009, 0.016, -0.001], [0.011, -0.011, 0.002]]
}



No. 3
{
  "formula": "C27H42O22",
  "method": "wB97M-V/def2-TZVPD",
  "de_lowest_kcal_mol": 0.0,
  "spin_multiplicity": 1,
  "smiles": "CCOCCOCCOC[C@H]1OC(=O)O[C@H]1OCC.O=C1OCCO1.O=C1OCCO1.O=C1OCCO1.O=C1OCCO1.O=C1OCCO1",
  "orbital_gap_ha": 0.35305,
  "species": ["O", "O", "O", "O", "O", "O", "O", "O", "O", "O", "O", "O", "O", "O", "O", "O", "O", "O", "O", "O", "O", "O", "C", "C", "C", "C", "C", "C", "C", "C", "C", "C", "C", "C", "C", "C", "C", "C", "C", "C", "C", "C", "C", "C", "C", "C", "C", "C", "C", "H", "H", "H", "H", "H", "H", "H", "H", "H", "H", "H", "H", "H", "H", "H", "H", "H", "H", "H", "H", "H", "H", "H", "H", "H", "H", "H", "H", "H", "H", "H", "H", "H", "H", "H", "H", "H", "H", "H", "H", "H", "H"],
  "coordinates": [[-0.557, 2.613, 1.966], [-3.210, 0.830, 1.691], [2.358, -0.793, 1.806], [-3.432, -0.549, 5.536], [7.622, -2.017, 5.102], [-0.511, 2.789, -1.488], [0.994, 4.318, -2.182], [-3.348, 2.740, -6.167], [-2.844, 1.301, 4.376], [-4.241, -1.470, -2.582], [3.048, -2.338, -1.044], [6.847, -1.439, 3.067], [2.011, -4.250, -1.579], [0.821, -2.518, -0.765], [-2.969, -0.615, 3.342], [-4.905, -3.615, -2.786], [-3.091, -3.121, -1.577], [-4.592, 2.921, -4.295], [-4.526, 0.983, -5.409], [6.634, -0.015, 4.788], [2.305, 1.814, 0.411], [0.069, 2.913, -3.646], [1.716, 4.480, -3.405], [6.270, 0.714, 3.615], [-3.376, -4.497, -1.326], [0.125, 3.295, -2.360], [-5.607, 2.091, -3.721], [4.076, -3.295, -1.300], [0.777, 3.879, -4.421], [-2.207, 0.286, 2.469], [2.042, -1.074, 3.155], [1.436, 2.917, 0.645], [-3.144, -0.046, 4.562], [3.347, -4.363, -2.074], [1.272, -2.419, 3.311], [1.629, 0.654, -0.033], [-4.092, -2.627, -2.337], [-2.686, -0.305, -0.498], [7.089, -1.235, 4.390], [-1.203, 2.621, 3.233], [-4.082, 2.258, -5.366], [-5.204, 0.711, -4.174], [-4.275, -4.860, -2.479], [1.220, -0.293, 1.107], [0.830, 2.923, 2.086], [1.860, -2.988, -1.096], [-2.905, 1.006, 0.292], [-1.621, 1.183, 3.609], [5.995, -0.382, 2.620], [4.466, -3.658, -0.347], [6.241, -0.091, 1.601], [0.064, 4.602, -4.818], [1.854, -3.260, 2.915], [-2.192, -0.037, -1.448], [2.959, -1.145, 3.767], [-6.576, 2.401, -4.121], [4.890, -2.847, -1.867], [0.742, 0.851, -0.656], [1.963, 3.871, 0.478], [-3.718, -5.200, -3.355], [-2.461, -5.085, -1.303], [-2.099, 1.732, 0.125], [4.959, -0.724, 2.652], [7.107, 1.350, 3.319], [-6.056, 0.056, -4.339], [1.019, 3.883, 2.597], [-5.626, 2.186, -2.637], [-0.591, 3.101, 4.009], [-1.482, -0.402, 2.026], [-3.624, -0.777, -0.752], [-5.013, -5.615, -2.216], [2.325, 0.080, -0.672], [2.660, 3.935, -3.332], [1.928, 5.529, -3.597], [-4.517, 0.213, -3.475], [1.392, 2.141, 2.641], [-3.876, -4.582, -0.359], [0.590, 0.276, 1.812], [1.128, -2.568, 4.393], [1.298, 3.407, -5.250], [-2.148, 3.178, 3.109], [0.622, -1.138, 0.698], [-2.045, -1.039, 0.011], [3.745, -5.359, -1.893], [0.591, 2.909, -0.075], [3.342, -4.173, -3.150], [-3.802, 1.483, -0.141], [0.282, -2.319, 2.842], [5.400, 1.341, 3.799], [-0.929, 0.672, 4.300], [1.426, -0.291, 3.641]],
  "forces_ev_per_a": [[0.693, 0.338, 0.880], [1.239, 0.430, -0.672], [-0.041, 0.521, 0.492], [-1.745, -2.420, 4.403], [0.075, -0.107, 0.106], [-0.441, 0.077, -0.594], [-0.186, -0.166, -0.122], [0.115, 0.110, -0.014], [0.572, -0.411, 1.255], [-0.219, -0.796, -0.189], [-0.204, -0.244, -0.149], [0.047, 0.221, 0.313], [0.089, 0.276, 0.118], [-0.141, -0.298, -0.303], [0.487, -0.898, 0.418], [0.194, 0.183, 0.158], [-0.221, 0.016, -0.235], [0.042, -0.236, -0.118], [-0.033, 0.209, 0.106], [0.041, -0.249, -0.231], [-0.267, 0.430, -0.260], [0.088, -0.016, -0.004], [0.396, 0.241, -0.128], [-0.065, 0.402, -0.004], [0.192, -0.359, 0.310], [-0.271, -0.062, 0.046], [-0.325, 0.095, 0.194], [0.447, 0.024, 0.078], [0.066, 0.126, -0.468], [-0.778, -1.106, 1.676], [-0.292, -1.220, 0.560], [-0.785, 0.491, 0.598], [1.337, 3.221, -5.283], [0.184, -0.311, -0.239], [0.202, 0.975, 0.435], [0.344, -1.445, -0.007], [0.009, -0.022, -0.128], [0.514, 0.757, 0.423], [-0.003, -0.008, 0.010], [-0.851, -0.590, -0.568], [0.025, -0.002, -0.091], [0.125, -0.295, 0.407], [-0.086, -0.436, -0.126], [-0.657, 0.300, -0.159], [0.980, -0.514, -1.077], [0.021, -0.041, 0.014], [-0.260, -0.075, -0.882], [-1.127, 1.476, -0.352], [-0.337, 0.027, -0.454], [-0.058, 0.001, -0.003], [0.092, -0.172, 0.010], [-0.039, 0.007, 0.046], [-0.280, 0.225, -0.074], [-0.171, -0.165, 0.321], [-0.062, 0.121, -0.572], [0.036, 0.003, -0.020], [-0.120, 0.177, 0.036], [0.165, 0.245, 0.336], [0.274, -0.586, 0.063], [0.010, 0.062, 0.016], [0.095, 0.223, -0.017], [0.055, -0.353, 0.389], [0.016, 0.034, -0.035], [0.017, -0.053, 0.013], [0.089, -0.013, -0.193], [-0.423, -0.169, -0.178], [0.172, 0.162, -0.046], [-0.175, -0.213, -0.175], [-0.135, 0.582, -0.637], [0.056, 0.122, 0.368], [-0.138, 0.170, -0.057], [-0.081, 0.362, 0.226], [-0.060, -0.033, 0.029], [-0.101, 0.018, 0.209], [-0.294, 0.491, -0.516], [-0.406, 0.286, 0.016], [-0.022, 0.047, -0.036], [0.152, -0.150, -0.162], [-0.079, -0.138, -0.354], [-0.101, -0.190, 0.066], [0.346, -0.120, 0.175], [0.395, 0.783, 0.284], [-0.072, 0.272, -0.067], [-0.201, -0.027, 0.071], [0.765, -0.040, 0.967], [-0.024, 0.042, 0.032], [0.238, -0.123, 0.426], [0.334, -0.364, 0.037], [0.021, -0.086, 0.184], [0.295, -0.088, -0.858], [0.230, 0.028, -0.464]]
}



| no. | strongest force on any atom (eV/A) | electronic energy (eV) |
| --- | --- | --- |
| 1 | 0.60 | -66046.7283 |
| 2 | 0.47 | -79551.5492 |
| 3 | 6.33 | -73722.4584 |